(1)
{
  "formula": "C2H10N2O3",
  "method": "ωB97M-V/def2-TZVPD",
  "gap_ha": 0.34874,
  "de_lowest_ev": 1.542,
  "smiles": "CNC(N)=O.O.O",
  "fmax_ha_per_bohr": 0.082,
  "charge": 0,
  "symbols": ["C", "N", "C", "N", "O", "H", "H", "H", "H", "H", "H", "H", "H", "O", "H", "H", "O"],
  "xyz": [[0.6856, -1.7593, 0.7628], [-0.0443, -0.7910, -0.0413], [-1.3643, -0.7584, 0.0279], [-1.9504, 0.3005, -0.7140], [-2.1136, -1.4438, 0.6518], [1.5423, -1.2799, 1.3043], [1.0795, -2.5538, 0.0460], [0.0280, -2.3054, 1.3849], [0.5280, 0.0484, -0.5103], [-1.5763, 1.2395, -0.6672], [-2.8815, 0.1830, -0.7762], [0.3968, 2.3604, 2.1328], [1.1281, 1.3921, 1.3301], [0.9106, 2.2691, 1.3021], [1.9055, 0.7305, -1.9636], [0.7563, 1.5714, -1.9217], [0.9696, 0.7967, -2.3482]],
  "forces_ev_per_a": [[1.8, -0.3, -2.0], [3.5, 1.9, -0.2], [-1.5, 3.7, -1.4], [4.2, 0.1, -0.1], [-0.6, -2.5, 1.2], [-0.8, -0.6, -0.3], [0.0, 0.9, 1.0], [-0.7, -0.1, 1.0], [-2.3, -3.0, 1.0], [-0.1, -0.4, 0.0], [-3.7, 0.0, 0.0], [0.4, 0.3, -0.8], [1.1, -3.7, -0.1], [-1.5, 3.4, 0.8], [-1.5, -0.4, -1.3], [-1.5, 3.3, 1.2], [3.4, -2.5, 0.1]]
}

(2)
{
  "formula": "C2H10N2O3",
  "method": "ωB97M-V/def2-TZVPD",
  "gap_ha": 0.38600,
  "de_lowest_ev": 0.654,
  "smiles": "NCC(N)=O.O.O",
  "fmax_ha_per_bohr": 0.046,
  "charge": 0,
  "symbols": ["N", "C", "C", "N", "O", "H", "H", "H", "H", "H", "H", "H", "H", "O", "H", "H", "O"],
  "xyz": [[-1.3173, 0.1029, -0.0192], [-0.5492, 1.2149, -0.5614], [0.9471, 0.9130, -0.4165], [1.2644, -0.2773, -0.9740], [1.6907, 1.4870, 0.3413], [-2.2996, 0.2797, 0.0663], [-0.9732, -0.1902, 0.8764], [-0.7355, 2.0903, 0.0671], [-0.8098, 1.4408, -1.5909], [0.7636, -0.7547, -1.6990], [2.0287, -0.8359, -0.6224], [-1.1575, -1.9621, -0.8090], [-0.9848, -3.2764, -1.6623], [-0.6407, -2.3808, -1.5081], [1.2875, 0.8200, 2.1751], [0.5269, 1.0258, 3.4118], [0.9587, 0.3029, 2.9248]],
  "forces_ev_per_a": [[0.1, -1.0, -0.7], [0.1, 1.0, 0.9], [-1.1, -2.1, -0.1], [1.0, -0.4, -0.4], [0.4, 0.9, 0.6], [-0.3, 0.4, 0.0], [0.3, 0.1, 0.5], [0.2, 0.4, -0.4], [-0.2, -0.1, -0.1], [-0.8, 0.1, 0.1], [0.2, 0.6, 0.0], [-0.1, 0.2, 0.0], [0.1, 0.6, 0.2], [0.0, -0.8, -0.4], [0.4, -0.3, -0.4], [0.1, -0.6, 0.2], [-0.5, 0.9, 0.1]]
}

(3)
{
  "formula": "C2H10N2O3",
  "method": "ωB97M-V/def2-TZVPD",
  "gap_ha": 0.38350,
  "de_lowest_ev": 0.749,
  "smiles": "CNC(N)=O.O.O",
  "fmax_ha_per_bohr": 0.054,
  "charge": 0,
  "symbols": ["C", "N", "C", "N", "O", "H", "H", "H", "H", "H", "H", "H", "H", "O", "H", "H", "O"],
  "xyz": [[-0.1158, 1.0176, -1.2969], [-1.0187, 0.0382, -0.6452], [-0.3456, -1.0867, -0.2110], [-1.1958, -2.0666, 0.2624], [0.8519, -1.2044, -0.0670], [0.5347, 0.4459, -1.9451], [0.4784, 1.6519, -0.6441], [-0.8359, 1.6564, -1.8130], [-1.7840, 0.4659, -0.1665], [-2.1527, -2.1543, -0.0365], [-0.7714, -2.9579, 0.4582], [2.5136, 0.4786, -0.8264], [2.6370, -0.1255, 0.6259], [2.8960, 0.5568, 0.0306], [-1.2074, 0.5974, 2.1390], [0.2320, 1.2787, 2.0507], [-0.7164, 1.4079, 2.0849]],
  "forces_ev_per_a": [[-1.6, 0.0, 0.2], [2.4, 0.3, -1.2], [-1.9, -0.2, 2.0], [-0.2, -0.6, 0.0], [0.3, 0.0, -0.9], [0.0, 0.2, -0.4], [0.0, -0.2, 0.4], [0.6, 0.1, -0.5], [-0.3, -0.5, 0.4], [0.1, 0.4, -0.3], [0.2, 0.1, 0.1], [-0.7, -0.8, -0.4], [-0.7, -0.9, -0.2], [1.7, 1.9, 0.6], [0.4, -0.8, 0.1], [0.0, -0.6, 0.0], [-0.3, 1.4, 0.0]]
}

(4)
{
  "formula": "C2H10N2OSi",
  "method": "ωB97M-V/def2-TZVPD",
  "gap_ha": 0.29289,
  "de_lowest_ev": 2.980,
  "fmax_ha_per_bohr": 0.079,
  "charge": 0,
  "symbols": ["C", "C", "N", "N", "O", "Si", "H", "H", "H", "H", "H", "H", "H", "H", "H", "H"],
  "xyz": [[-2.4308, 0.4315, -0.1725], [0.3989, -1.6636, -0.0342], [1.7214, 0.5398, 1.5413], [1.5802, 0.8243, -1.3784], [-1.3698, 1.3358, -0.2499], [0.9404, 0.1610, 0.0414], [-2.6881, 0.2183, 0.8775], [-2.1461, -0.4939, -0.6443], [-3.4463, 0.9499, -0.3644], [-0.5729, -1.9169, 0.2163], [0.5230, -1.8932, -1.1896], [1.0485, -2.3364, 0.5835], [1.7413, 1.4780, 1.7942], [1.4943, 0.0139, 2.4013], [2.3323, 1.3959, -1.3024], [0.8738, 0.9555, -2.1199]],
  "forces_ev_per_a": [[-0.7, 1.8, 1.7], [2.8, 0.4, -2.4], [-0.8, -2.0, -0.7], [-3.2, -2.5, 0.3], [2.4, -1.1, 0.0], [-2.9, -0.1, 0.8], [0.5, -0.6, 0.4], [-0.9, -0.5, -0.7], [1.4, -0.9, -1.1], [-2.1, 0.0, 0.5], [-0.1, 0.1, 2.3], [-0.2, 0.7, -0.8], [0.3, 2.0, 0.4], [0.1, 0.1, -1.1], [2.4, 2.2, -0.4], [1.0, 0.3, 0.6]]
}